105
Properties=species:S:1:pos:R:3:lowdin_charge:R:1 method="wB97M-V/def2-TZVPD" molar_mass_g_mol=693.89 e_homo_ev=-10.5 total_energy_ha=-2831.75307 charge=+1
C 3.584 3.148 -0.307 -0.153
C 2.403 4.244 -0.019 -0.393
P 1.404 4.695 -1.562 1.008
C 1.632 3.443 -2.961 -0.426
C 2.960 3.845 -3.764 -0.163
N -0.321 4.684 -1.024 -0.162
C -1.227 5.822 -1.111 -0.040
C -0.893 7.273 -1.682 -0.281
C -0.158 8.218 -0.619 -0.041
F -2.097 7.893 -2.154 -0.047
C -2.524 5.246 -0.493 -0.031
C -3.906 6.008 -0.275 -0.108
C -5.215 5.086 -0.391 -0.223
C -6.519 5.834 -0.940 -0.158
C -7.794 4.952 -0.445 -0.201
N -8.881 4.857 -1.464 -0.134
C -8.431 4.106 -2.691 -0.113
C -9.893 3.931 -0.839 -0.393
C -9.654 2.333 -0.799 -0.027
O -10.927 4.415 -0.307 0.054
N -2.212 3.887 -0.116 -0.022
C -3.028 2.838 0.554 -0.030
C -0.864 3.485 -0.452 -0.235
N -0.245 2.163 -0.242 0.111
C -0.578 1.483 -1.326 -0.626
S -0.961 0.458 -2.555 0.816
H 4.502 3.667 -0.744 0.078
H 3.228 2.263 -0.927 0.058
H 3.844 2.723 0.734 0.088
H 1.772 3.780 0.824 0.072
H 2.956 5.149 0.437 0.086
H 0.672 3.477 -3.597 0.092
H 1.756 2.401 -2.513 0.047
H 3.243 3.114 -4.592 0.089
H 3.866 3.953 -3.059 0.070
H 2.782 4.908 -4.177 0.080
H -0.222 7.116 -2.600 0.139
H 0.256 9.131 -1.162 0.095
H -0.917 8.611 0.148 0.099
H 0.707 7.679 -0.087 0.087
H -3.975 6.952 -0.928 0.125
H -3.882 6.403 0.812 0.136
H -5.016 4.128 -0.979 0.111
H -5.467 4.745 0.686 0.110
H -6.483 5.920 -2.091 0.115
H -6.646 6.906 -0.558 0.123
H -7.372 3.877 -0.309 0.098
H -8.162 5.266 0.596 0.147
H -7.687 3.268 -2.468 0.092
H -7.924 4.832 -3.426 0.094
H -9.341 3.646 -3.222 0.108
H -9.738 1.842 -1.822 0.082
H -8.627 2.083 -0.338 0.081
H -10.435 1.889 -0.101 0.092
H -2.403 2.202 1.261 0.109
H -3.871 3.312 1.183 0.106
H -3.565 2.130 -0.180 0.117
C 3.757 -3.412 -1.297 0.001
C 3.608 -2.021 -0.745 -0.548
O 4.542 -1.232 -0.702 0.028
N 2.381 -1.646 -0.281 0.005
C 1.164 -2.426 -0.247 -0.084
H 4.785 -3.565 -1.626 0.090
H 3.528 -4.148 -0.523 0.076
H 3.095 -3.547 -2.156 0.088
H 2.357 -0.701 0.074 0.128
H 0.404 -1.899 -0.828 0.058
H 0.835 -2.498 0.793 0.076
H 1.301 -3.427 -0.653 0.070
C 4.915 -4.297 3.915 0.004
C 3.648 -4.401 3.112 -0.538
O 3.483 -5.269 2.263 0.018
N 2.664 -3.489 3.353 0.002
C 2.672 -2.400 4.306 -0.077
H 5.604 -5.087 3.615 0.071
H 5.395 -3.332 3.733 0.089
H 4.696 -4.417 4.978 0.094
H 1.844 -3.620 2.778 0.117
H 1.837 -2.541 4.996 0.084
H 2.531 -1.465 3.760 0.077
H 3.601 -2.352 4.870 0.078
C -1.799 -7.650 -0.847 -0.010
C -1.722 -6.148 -0.823 -0.553
O -2.489 -5.444 -1.468 0.018
N -0.760 -5.572 -0.050 -0.002
C 0.233 -6.225 0.778 -0.072
H -2.612 -7.962 -1.503 0.086
H -0.866 -8.067 -1.230 0.087
H -2.001 -8.030 0.157 0.087
H -0.768 -4.562 -0.083 0.114
H 0.096 -5.886 1.807 0.083
H 1.222 -5.921 0.429 0.070
H 0.154 -7.310 0.742 0.081
C 6.671 -7.412 1.553 -0.011
C 7.007 -8.022 2.886 -0.552
O 6.311 -7.844 3.878 0.022
N 8.127 -8.793 2.971 0.000
C 9.068 -9.116 1.920 -0.080
H 5.754 -6.826 1.640 0.066
H 7.476 -6.748 1.231 0.086
H 6.509 -8.198 0.812 0.086
H 8.289 -9.168 3.894 0.141
H 9.096 -10.202 1.806 0.084
H 10.055 -8.763 2.223 0.083
H 8.797 -8.661 0.969 0.074